#A
DFT (ωB97M-V with the def2-TZVPD basis set) results for a 2-piece molecular cluster, C7H16N overall.

- Kohn-Sham gap: 0.2487 Eh
- Net charge: +1
- Molar mass: 114.21 u

Cartesian coordinates (Å):
N -2.73391 -0.76414 -0.30591
C 1.02509 0.13404 -0.79955
C 2.27497 0.25659 -0.56831
C -1.04568 1.58400 -0.67854
C -1.34618 0.92872 0.71033
C -0.07780 0.73765 -1.52395
C 3.05287 -0.21388 0.63938
C -1.58691 -0.58180 0.56432
H 2.88092 -1.27493 0.83433
H -0.67292 -0.92191 0.02177
H 2.79551 0.29943 1.57098
H -0.58800 2.56207 -0.51395
H 0.67247 -2.85324 1.44512
H 0.31151 1.20787 -2.43974
H -1.90493 1.76904 -1.30853
H 4.12299 -0.07217 0.52179
H 2.98996 0.80543 -1.19321
H -1.52730 -1.02254 1.57256
H -0.69785 -0.06629 -1.94618
H 1.03535 -3.10703 0.84929
H -3.48024 -0.28871 0.20977
H -3.06901 -1.72360 -0.19868
H -0.40076 1.09835 1.21367
H -2.03015 1.50705 1.32324

---

#B
DFT (ωB97M-V with the def2-TZVPD basis set) results for an isolated ion of composition C7H16N and charge +1.

- Kohn-Sham gap: 0.3076 Eh
- SMILES: C/C=C(/C)C[C@@H](C)[NH3+]
- Net charge: +1
- Molar mass: 114.21 u

Cartesian coordinates (Å):
N 0.10607 2.62434 0.55841
C -0.93681 -1.07536 -2.66956
C 0.45423 0.34505 -0.40350
C 0.25043 0.75910 2.20154
C 0.59138 -1.98258 0.77314
C 0.19259 -1.12696 -0.41661
C -0.47839 -1.75181 -1.43103
C -0.17091 1.14194 0.76904
H -2.02335 -1.03383 -2.80803
H 1.08601 2.90329 0.38357
H 0.06038 0.87486 -1.28674
H -0.67305 -0.03406 -2.84980
H -0.34614 2.91638 -0.32954
H -0.46610 -1.58879 -3.49491
H 0.19738 1.65419 2.83214
H -0.28796 -2.45893 1.19639
H -1.24696 1.00818 0.72611
H 1.54550 0.44203 -0.33311
H 1.24138 0.40384 2.41606
H -0.63862 -2.82457 -1.31057
H -0.35432 -0.13709 2.35817
H 1.26022 -1.37406 1.39974
H -0.32437 3.31313 1.17824
H 0.96140 -2.99830 0.54085

---

Name the most stable of them. #B.

---

#A
DFT (ωB97M-V with the def2-TZVPD basis set) results for a 2-piece molecular cluster, C4H12 overall.

- Kohn-Sham gap (alpha / beta): 0.1030 / 0.4326 Eh
- Net charge: -1
- 2S+1: 2
- Expectation value of S²: 0.750
- Molar mass: 60.14 u

Cartesian coordinates (Å):
C -1.99795 -1.13690 0.84796
C 1.25648 2.22171 -0.31391
C 1.62632 0.73514 -0.53510
C -0.90422 -1.82331 0.00308
H 2.49275 0.55829 -1.17826
H -2.55952 -1.91766 1.38194
H -2.88431 -0.90526 0.23142
H 1.43378 2.72665 -1.25440
H 1.91841 2.70295 0.41889
H 2.04833 0.37095 0.40979
H -1.57801 -0.32368 1.42442
H -1.30372 -2.50929 -0.73873
H -0.20882 -2.40666 0.62919
H 0.78356 0.23556 -0.98754
H 0.25721 2.43919 0.06608
H -0.25302 -1.01027 -0.29097

---

#B
DFT (ωB97M-V with the def2-TZVPD basis set) results for a 2-piece molecular cluster, C4H12 overall.

- Kohn-Sham gap (alpha / beta): 0.1033 / 0.4513 Eh
- Net charge: -1
- 2S+1: 2
- Expectation value of S²: 0.750
- Molar mass: 60.14 u

Cartesian coordinates (Å):
C 1.95056 -1.10598 -0.37796
C -1.09130 1.98072 -0.14027
C 0.83394 -2.13568 -0.51294
C -1.69825 1.25810 1.05707
H -0.56665 1.28585 -0.80257
H 0.15180 -2.06994 0.34401
H 2.66092 -1.13129 -1.20978
H -0.30597 2.70150 0.12599
H -2.37523 1.90348 1.63251
H 2.51309 -1.30855 0.53325
H -1.82853 2.52263 -0.74164
H 1.20613 -3.15820 -0.51868
H 0.21881 -1.96890 -1.40902
H -0.91488 0.91619 1.74155
H -2.28653 0.41669 0.70637
H 1.53211 -0.10662 -0.42788

---

#C
DFT (ωB97M-V with the def2-TZVPD basis set) results for a 2-piece molecular cluster, C4H12 overall.

- Kohn-Sham gap (alpha / beta): 0.0997 / 0.4470 Eh
- Net charge: -1
- 2S+1: 2
- Expectation value of S²: 0.750
- Molar mass: 60.14 u

Cartesian coordinates (Å):
C 0.81038 2.27880 0.32466
C 0.27129 -1.85379 0.24469
C -1.02532 -2.64477 0.40963
C 0.01754 2.17061 -0.99093
H 0.10684 -0.81046 0.49625
H 0.47878 1.66921 -1.83504
H 1.64161 1.58728 0.47873
H -1.03633 -3.52037 -0.23115
H 1.04787 -2.20521 0.92793
H -1.20829 -2.95572 1.43447
H -0.99949 1.81434 -0.85264
H 0.11445 1.91420 1.08892
H 1.09040 3.31206 0.52306
H -1.88245 -2.01054 0.16348
H -0.07731 3.18931 -1.40157
H 0.65004 -1.93495 -0.78050

---

Name the most stable of them. #B.

---

#A
DFT (ωB97M-V with the def2-TZVPD basis set) results for a 2-piece molecular cluster, C4H12 overall.

- Kohn-Sham gap (alpha / beta): 0.1048 / 0.4465 Eh
- Net charge: -1
- 2S+1: 2
- Expectation value of S²: 0.750
- Molar mass: 60.14 u

Cartesian coordinates (Å):
C 0.99407 -2.27211 -0.18489
C -1.01921 1.50087 -0.44007
C -0.40203 2.88539 -0.50749
C 0.46591 -2.21889 1.25923
H -1.82650 1.47223 -1.24811
H 0.39095 2.98566 -1.16966
H -1.18097 3.60356 -0.87592
H 1.08829 -1.26294 -0.63546
H -0.16388 -3.07832 1.44945
H 0.32732 -2.71181 -0.88857
H -1.43515 1.26198 0.51640
H 1.24216 -1.91640 1.95358
H -0.00327 3.11252 0.47143
H -0.35994 0.79899 -0.84111
H -0.04760 -1.26475 1.33606
H 1.92985 -2.89598 -0.19487

---

#B
DFT (ωB97M-V with the def2-TZVPD basis set) results for a 2-piece molecular cluster, C4H12 overall.

- Kohn-Sham gap (alpha / beta): 0.1014 / 0.4079 Eh
- Net charge: -1
- 2S+1: 2
- Expectation value of S²: 0.750
- Molar mass: 60.14 u

Cartesian coordinates (Å):
C -0.95696 0.43110 -2.66484
C 0.46028 -0.57627 2.85938
C 0.07546 -0.40066 -1.95845
C 0.35567 0.61694 1.86087
H 1.41376 -0.86474 2.90303
H 0.38870 1.59234 2.44169
H -1.68901 -0.32207 -3.15658
H 0.04791 -0.45503 3.76334
H -1.19971 1.35017 -2.13991
H 0.95112 -0.77305 -2.46702
H -0.56373 0.59097 1.23700
H -0.05237 -1.37272 2.34587
H -0.48521 0.93775 -3.54473
H -0.54421 -1.46066 -1.68214
H 0.52032 -0.01625 -1.06301
H 1.27800 0.72217 1.26548

---

Name the most stable of them. #A.

---

#A
DFT (ωB97M-V with the def2-TZVPD basis set) results for a single CH3N5O molecule.

- Kohn-Sham gap: 0.3580 Eh
- SMILES: Nc1nnnn1O
- Net charge: 0
- Molar mass: 101.07 u

Cartesian coordinates (Å):
O -1.40478 1.58611 -0.05478
N -1.13907 -1.85722 -0.07351
N 0.21188 -1.51102 0.15290
N -1.84886 -0.79687 -0.14295
N -0.90141 0.27249 -0.11999
N 1.66913 0.21992 -0.06385
C 0.28220 -0.21647 0.16436
H 2.01204 1.20974 -0.44446
H 2.34679 -0.53153 -0.43273
H -1.22792 1.62486 1.01501

---

#B
DFT (ωB97M-V with the def2-TZVPD basis set) results for a 2-piece molecular cluster, CH3N5O overall.

- Kohn-Sham gap: 0.4138 Eh
- SMILES: n1nn[nH]n1.C=O
- Net charge: 0
- Molar mass: 101.07 u

Cartesian coordinates (Å):
O -0.99732 -0.76290 0.30441
N 2.08071 0.61372 -1.02771
N 2.57616 0.17717 0.05066
N 0.97630 1.16506 -0.81094
N 0.73792 1.04837 0.44786
N 1.73663 0.43723 1.03411
C -2.04733 -1.16130 -0.11526
H -0.12665 1.11019 0.83606
H -2.00485 -1.90815 -0.96829
H -2.93156 -0.71939 0.24911

---

Name the most stable of them. #B.

---

#A
DFT (ωB97M-V with the def2-TZVPD basis set) results for a 2-piece molecular cluster, C2H7N2S overall.

- Kohn-Sham gap (alpha / beta): 0.1062 / 0.2375 Eh
- Net charge: -2
- 2S+1: 2
- Expectation value of S²: 0.751
- Molar mass: 91.16 u

Cartesian coordinates (Å):
S -0.42813 0.28425 2.39119
N 1.19148 -1.01710 -3.05990
N -1.04921 -0.52064 -3.07102
C 0.45106 1.78006 3.25770
C -0.05097 -1.07702 -2.49748
H 0.35351 2.63802 2.72498
H -0.12638 -1.48536 -1.43649
H -0.03328 1.79686 4.33487
H 1.47656 -0.31191 -3.80870
H 1.48165 1.32731 3.38790
H 2.08008 -1.35782 -2.56954
H -1.77848 -0.60917 -2.53703

---

#B
DFT (ωB97M-V with the def2-TZVPD basis set) results for a 2-piece molecular cluster, C2H7N2S overall.

- Kohn-Sham gap (alpha / beta): 0.0740 / 0.2335 Eh
- Net charge: -2
- 2S+1: 2
- Expectation value of S²: 0.751
- Molar mass: 91.16 u

Cartesian coordinates (Å):
S 1.00903 2.10449 -1.16274
N -0.44015 -0.78932 -0.87551
N -0.34575 -3.02490 -0.28930
C -0.46153 -1.78378 0.07671
C 0.27153 2.29997 0.55287
H 0.10337 -3.54896 0.48029
H 1.04925 2.83893 1.13252
H 0.18199 1.38787 1.05474
H -0.30614 -1.49053 1.16786
H -0.68866 2.85126 0.36656
H -0.44009 -1.09179 -1.77596
H 0.06713 0.24675 -0.72804

---

Name the most stable of them. #B.

---

#A
DFT (ωB97M-V with the def2-TZVPD basis set) results for a 2-piece molecular cluster, CH5N2O2Si overall.

- Kohn-Sham gap: 0.3003 Eh
- Net charge: -1
- Molar mass: 105.15 u

Cartesian coordinates (Å):
Si 1.14525 -0.39229 0.68477
O -1.80590 3.06263 -0.24954
O 1.07511 -0.22255 -0.84309
N -1.65658 1.87582 -0.40832
N -2.02618 0.73192 -0.11535
C -1.47968 0.90530 -1.45281
H 1.14829 -1.83100 1.01783
H 0.27024 0.37693 1.53457
H -2.06640 0.99677 -2.33596
H -0.35296 0.60294 -1.56594
H 2.44584 0.05397 1.33964

---

#B
DFT (ωB97M-V with the def2-TZVPD basis set) results for an isolated ion of composition CH5N2O2Si and charge -1.

- Kohn-Sham gap: 0.2460 Eh
- SMILES: [O-]N1CN1O[SiH3]
- Net charge: -1
- Molar mass: 105.15 u

Cartesian coordinates (Å):
Si 0.23085 0.22685 -1.59666
O -0.73058 -1.93164 1.01729
O -0.62116 1.10510 -0.58615
N -0.19256 -0.81170 0.70849
N -1.09322 0.41915 0.53891
C 0.05929 0.16603 1.74892
H 1.04753 0.69040 1.66008
H -0.01643 1.13906 -2.92017
H 0.01278 -1.24782 -1.82470
H 1.67749 0.17064 -1.43351
H -0.37398 0.07393 2.68749

---

Name the most stable of them. #A.

---

#A
DFT (ωB97M-V with the def2-TZVPD basis set) results for a single C3H4S3 molecule.

- Kohn-Sham gap: 0.3051 Eh
- SMILES: C=CSC(=S)S
- Net charge: 0
- Molar mass: 136.27 u

Cartesian coordinates (Å):
S 2.32841 1.12001 -0.54515
S 0.27324 3.13790 -0.05712
S -0.62151 0.52491 0.59228
C -1.06182 -2.16509 0.50711
C -0.47465 -1.13616 -0.05292
C 0.82552 1.49858 -0.08779
H -1.65728 -2.10869 1.42798
H -0.99968 -3.15110 0.00435
H 0.06100 -1.39322 -0.84505
H 1.32676 3.67287 -0.94369

---

#B
DFT (ωB97M-V with the def2-TZVPD basis set) results for a single C3H4S3 molecule.

- Kohn-Sham gap: 0.2986 Eh
- SMILES: S=CCSC=S
- Net charge: 0
- Molar mass: 136.27 u

Cartesian coordinates (Å):
S -0.25221 -0.09323 -1.41056
S -0.31078 2.68244 -2.33336
S -0.77026 -2.47663 1.88300
C -0.58078 -1.00190 1.23643
C 0.05814 1.59216 -1.16801
C 0.38038 -0.73727 0.09001
H 0.84454 -1.71911 -0.11485
H -1.12510 -0.11128 1.59118
H 0.62152 1.91831 -0.25357
H 1.13456 -0.05349 0.47974

---

#C
DFT (ωB97M-V with the def2-TZVPD basis set) results for a single C3H4S3 molecule.

- Kohn-Sham gap: 0.2976 Eh
- SMILES: S=CCSC=S
- Net charge: 0
- Molar mass: 136.27 u

Cartesian coordinates (Å):
S -1.53372 -0.47302 -2.88647
S -0.63517 0.21817 2.26015
S 1.49210 0.40560 0.10545
C -0.98253 0.10333 -1.43073
C 0.96477 0.66018 1.73752
C 0.12255 -0.57127 -0.54722
H -0.13728 -0.89493 0.54890
H 1.76154 1.14741 2.43083
H -1.49357 1.03054 -1.09581
H 0.44130 -1.62601 -1.12262

---

#D
DFT (ωB97M-V with the def2-TZVPD basis set) results for a single C3H4S3 molecule.

- Kohn-Sham gap: 0.3373 Eh
- SMILES: C#CC(S)(S)S
- Net charge: 0
- Molar mass: 136.27 u

Cartesian coordinates (Å):
S 0.45700 -0.14068 -1.97813
S 0.61864 1.31161 0.64955
S -1.92919 -0.24089 0.05278
C 1.19227 -2.40504 0.85194
C 0.72796 -1.35376 0.51847
C 0.16752 -0.23759 -0.19130
H 1.27234 1.83508 -0.40395
H 0.36403 1.22141 -1.96798
H -2.04551 0.96497 0.47631
H 1.53923 -3.44253 1.10720

---

Name the most stable of them. #B.

---

#A
DFT (ωB97M-V with the def2-TZVPD basis set) results for a 2-piece molecular cluster, C11H14N2O overall.

- Kohn-Sham gap: 0.2990 Eh
- SMILES: Cc1c[nH]c2ccccc12.CC(N)=O
- Net charge: 0
- Molar mass: 190.25 u

Cartesian coordinates (Å):
O -2.15270 -0.21833 -4.36883
N 0.18654 0.53428 2.75628
N -2.10345 1.82887 -3.35583
C -0.14450 0.59433 0.24322
C 1.17301 0.02808 3.56772
C -3.88021 0.38362 -2.86360
C 1.77725 -1.40826 0.24452
C 1.12312 -1.20366 -0.90665
C 1.57343 -0.78868 1.46687
C 2.12210 -0.75964 2.79469
C 3.42302 -1.00033 3.21954
C 0.17755 -0.09942 -0.87778
C -2.69576 0.67084 -3.68010
C 0.49449 0.16904 1.43954
H 3.39685 -1.77565 3.98546
H 3.98457 -1.31520 2.34958
H -4.31265 1.32082 -2.42878
H 1.25631 -1.75384 -1.77530
H 2.62187 -2.16676 0.23637
H -3.44137 -0.15098 -2.05018
H 1.35483 0.37374 4.59145
H 3.99576 -0.09700 3.68948
H -4.68380 -0.26801 -3.28150
H -0.27071 0.14367 -1.89392
H -1.15090 1.97158 -3.59742
H -2.37801 2.50835 -2.70438
H -0.48488 1.19012 2.98419
H -0.96176 1.28841 0.21533

---

#B
DFT (ωB97M-V with the def2-TZVPD basis set) results for a 2-piece molecular cluster, C11H14N2O overall.

- Kohn-Sham gap: 0.3445 Eh
- SMILES: Cc1ccc(O)cc1.Cc1c[nH]cn1
- Net charge: 0
- Molar mass: 190.25 u

Cartesian coordinates (Å):
O -0.37595 1.04441 1.24593
N -3.82243 -3.00586 0.62151
N -3.73311 -1.42710 -0.92085
C -2.83503 -2.10003 0.97005
C 1.96857 1.98423 -1.44067
C 4.45894 1.82015 -1.66648
C 1.91971 0.73100 0.99860
C 0.71899 1.14566 0.39636
C 3.18198 1.62684 -0.88511
C 3.10642 1.01958 0.37556
C -4.36568 -2.54716 -0.45654
C 0.73057 1.75952 -0.83363
C -2.04781 -2.20789 2.23863
C -2.70879 -1.20540 -0.03964
H 4.97443 2.70605 -1.30895
H -0.17532 2.18213 -1.25010
H -5.09699 -3.05614 -1.06564
H -1.27171 -2.97199 2.25593
H 4.05792 0.93119 0.88960
H -1.11949 0.64193 0.76774
H -2.78673 -2.43482 3.00458
H -2.04040 -0.37586 -0.13488
H -1.57380 -1.24238 2.38361
H 1.91380 2.59313 -2.33565
H 5.10086 0.95298 -1.53478
H -4.23529 -0.82084 -1.55242
H 1.86499 0.30168 1.98899
H 4.19136 1.95499 -2.71171

---

Name the most stable of them. #B.